1.
Here is the molecule C7H12S from the Open Molecules 2025 dataset. Energies are from the ωB97M-V functional and the def2-TZVPD basis.

Properties
Energy above the lowest of the compared OMol25 structures with the same formula, charge and spin: 62.67 kcal/mol
Lowest unoccupied orbital energy: -0.1 eV
Net charge: 0
Multiplicity: 1
SMILES: C=C(CC)C(=S)CC
E_tot: -672.017032 Eh

Last column: Löwdin charge in e.
Geometry (Å):
S: 1.33578 -1.15025 2.21088  0.7431
C: 1.16327 0.61065 -0.00742  -0.3098
C: -0.76659 -1.09144 0.29143  -0.3285
C: -1.08923 1.77972 -0.33667  -0.1088
C: 2.47407 0.79888 -0.03249  0.0168
C: -1.06400 -2.51488 0.36287  -0.1221
C: 0.29930 1.44598 -0.85253  -0.2602
C: 0.58800 -0.69825 0.85070  -0.6670
H: 3.01991 1.56526 -0.68217  0.0979
H: -1.47361 2.78128 -0.75805  0.1007
H: -1.00464 -2.86549 1.34705  0.0480
H: -1.40013 -0.43065 0.94627  0.1345
H: -0.81848 -0.81104 -0.75565  0.1020
H: 3.17062 0.20636 0.47534  0.0192
H: 0.94182 2.26532 -1.11271  0.1015
H: -1.15274 1.73808 0.82821  0.1166
H: -0.50198 -3.08632 -0.36728  0.0915
H: -1.78240 1.12259 -0.74776  0.0254
H: 0.18641 0.85424 -1.74253  0.1106
H: -2.12536 -2.52007 0.08252  0.0886

Forces on atoms 1 to 3 (eV/Å):
S -0.41 -0.39 -0.50
C 0.48 -2.56 2.18
C 1.70 1.51 1.01

2.
Here is the molecule C5H8FNS from the Open Molecules 2025 dataset. Energies are from the ωB97M-V functional and the def2-TZVPD basis.

Properties
Energy above the lowest of the compared OMol25 structures with the same formula, charge and spin: 24.04 kcal/mol
Lowest unoccupied orbital energy: -0.4 eV
Net charge: 0
Multiplicity: 1
SMILES: C[C@@]1(CF)NCC1=S
E_tot: -748.067597 Eh

Last column: Löwdin charge in e.
Geometry (Å):
S: 2.46439 -1.15043 -0.19399  0.7536
F: -2.14615 -1.09623 -0.74573  -0.0342
N: -0.39127 1.31083 -0.26576  0.0372
C: 1.28937 -0.04885 -0.18654  -0.7543
C: 1.07962 1.35318 -0.62228  -0.1786
C: -0.61553 -0.50009 1.52376  -0.0109
C: -0.79357 -0.99934 -0.99906  -0.1475
C: -0.16439 -0.14409 0.14129  -0.5315
H: 1.62124 2.13042 -0.08184  0.1210
H: 1.26981 1.49313 -1.70018  0.1246
H: -0.63458 -0.52860 -1.99244  0.1390
H: -0.36718 -2.00295 -0.98161  0.1154
H: -0.50965 1.93636 0.52818  0.0969
H: -0.38946 -1.54278 1.72817  0.0925
H: -1.67179 -0.31971 1.62840  0.0856
H: -0.04087 0.10915 2.21962  0.0913

Forces on atoms 1 to 3 (eV/Å):
S -0.20 0.46 0.03
F -0.28 -0.04 -0.27
N 1.28 -0.44 0.03

3.
Here is a structure of composition C9H21BaO12 from the Open Molecules 2025 dataset. Energies are from the ωB97M-V functional and the def2-TZVPD basis.

Properties
Energy above the lowest of the compared OMol25 structures with the same formula, charge and spin: 0.00 kcal/mol
Lowest unoccupied orbital energy: 2.4 eV
Net charge: -1
Multiplicity: 1
E_tot: -1284.205880 Eh

Last column: Löwdin charge in e.
Geometry (Å):
Ba: -0.08549 0.25010 -0.36441  2.0895
O: -2.10468 -0.68266 -2.18071  -0.1697
O: -2.53071 1.16452 0.99355  -0.1137
O: -2.83224 0.95684 3.24627  0.0699
O: -0.82557 1.37389 2.33215  -0.1241
O: 1.25971 -2.15128 -0.91921  -0.2068
O: -1.21645 -2.11722 0.92389  -0.1858
O: -0.64859 0.48476 -3.36656  -0.0706
O: 2.14361 -0.82010 -2.41382  -0.0408
O: 2.32178 -3.08986 -2.66120  0.0519
O: 1.73936 0.54999 1.77242  -0.2268
O: -2.30221 -0.62036 -4.42108  0.0536
O: 0.77631 2.56041 -1.29890  -0.2773
C: -3.12022 -3.32073 0.12149  -0.0884
C: 1.08470 3.61724 -0.35991  -0.2650
C: -0.30109 4.11336 0.06413  -0.0822
C: -1.61815 -3.26977 0.15967  -0.3025
C: 2.98004 0.04291 2.28921  -0.2903
C: -2.05179 1.15779 2.14547  -0.8583
C: 4.09341 0.34789 1.31364  -0.0786
C: -1.65818 -0.21998 -3.27092  -0.8471
C: 1.90942 -1.94719 -1.99114  -0.8452
H: -0.27605 4.71413 0.97909  0.0788
H: -1.19933 -3.18194 -0.83952  0.0994
H: -3.57311 -4.16884 -0.39693  0.0714
H: 5.10536 0.23314 1.70558  0.0698
H: 1.26149 0.89463 2.53870  0.0578
H: 3.17282 0.38620 3.30606  0.1130
H: -0.96039 3.28777 0.35337  0.0488
H: -3.47897 -2.42280 -0.39206  0.0768
H: -1.12861 -4.13926 0.61311  0.1109
H: 4.04014 -0.26680 0.41281  0.0792
H: 1.75171 -3.69673 -2.17060  0.0844
H: 1.62333 3.18561 0.48134  0.1014
H: 1.08902 2.80839 -2.17315  0.0989
H: -2.99687 -1.20103 -4.08912  0.0875
H: -3.73824 1.20697 3.04110  0.0993
H: -3.60291 -3.25965 1.10480  0.0717
H: 2.87752 -1.04873 2.32823  0.1141
H: -0.80709 4.60860 -0.76359  0.0784
H: 1.55065 4.46911 -0.85197  0.1117
H: -1.72208 -2.16907 1.74077  0.0823
H: 3.99863 1.37974 0.95795  0.0729

Forces on atoms 1 to 3 (eV/Å):
Ba -0.65 -1.15 -0.67
O -0.46 -0.18 -0.01
O -1.10 -0.35 0.27

4.
Here is the molecule C8H10BNO from the Open Molecules 2025 dataset. Energies are from the ωB97M-V functional and the def2-TZVPD basis.

Properties
Energy above the lowest of the compared OMol25 structures with the same formula, charge and spin: 47.79 kcal/mol
Lowest unoccupied orbital energy (spin up / spin down): 0.1 / 0.1 eV
Net charge: 0
Multiplicity: 1
E_tot: -465.596396 Eh

Last column: Löwdin charge in e.
Geometry (Å):
O: -1.31243 2.95418 0.01338  0.2869
N: 1.55412 1.30989 0.00650  -0.1240
C: -2.64264 -1.57556 -0.67143  -0.0792
C: 1.91294 1.40994 1.36550  -0.2515
C: -0.03258 -0.57164 -0.63499  -0.1820
C: -0.28137 -1.85380 -0.98593  -0.0453
C: -1.10827 0.29871 -0.30388  -0.0501
C: -1.56572 -2.37743 -1.00681  -0.0518
C: -2.42246 -0.26382 -0.29984  -0.0390
C: 1.37641 -0.02677 -0.50504  -0.2534
B: -0.75182 1.81567 0.00436  -0.1152
H: 0.57238 -2.43973 -0.94777  0.0976
H: -1.68633 -3.40390 -1.23430  0.0957
H: 1.86140 -0.03703 -1.43149  0.0851
H: -2.16099 3.13970 -0.24326  0.0867
H: -3.19047 0.39599 -0.32825  0.0697
H: -3.65109 -1.93771 -0.74493  0.1007
H: 1.39927 0.60831 1.85187  0.0518
H: 2.11726 -0.77913 0.09953  0.1667
H: 2.94620 1.22843 1.74099  0.0713
H: 1.72250 2.39966 1.83591  0.0794

Forces on atoms 1 to 3 (eV/Å):
O 2.76 1.68 1.27
N -3.12 1.77 -1.67
C 0.11 0.13 -0.11

5.
Here is the molecule C16H12N4S from the Open Molecules 2025 dataset. Energies are from the ωB97M-V functional and the def2-TZVPD basis.

Properties
Energy above the lowest of the compared OMol25 structures with the same formula, charge and spin: 5.54 kcal/mol
Lowest unoccupied orbital energy: 0.5 eV
Net charge: 0
Multiplicity: 1
SMILES: Cc1ccncc1-c1cccc2c1cnn2-c1cscn1
E_tot: -1234.098593 Eh

Last column: Löwdin charge in e.
Geometry (Å):
S: 6.43870 0.13342 -0.08063  0.9756
N: -3.58595 -1.48512 2.01204  0.0457
N: 2.00315 -0.94501 0.15009  0.1155
N: 4.53119 1.81909 0.48329  0.0379
N: 2.54540 0.26406 0.48926  -0.0304
C: -2.58089 -0.66133 2.28154  -0.0789
C: -0.76707 2.06065 2.21862  -0.0243
C: 0.72809 -0.88532 0.39795  -0.0470
C: -3.78211 -0.57328 -0.16836  -0.0396
C: -2.11868 0.99055 -1.20341  -0.0167
C: 1.62536 2.30625 1.82031  0.0090
C: 0.41890 0.36332 1.03835  -0.1214
C: 4.81340 -0.41103 0.07210  -0.3868
C: -0.79438 0.84617 1.52025  -0.1769
C: -2.63860 0.18656 0.01076  -0.1892
C: 3.90688 0.57850 0.31349  -0.3291
C: 0.41852 2.80286 2.39506  -0.0474
C: 1.61774 1.07044 1.13648  -0.1300
C: -4.21115 -1.43606 0.83511  -0.1379
C: 5.82642 1.76812 0.25526  -0.4239
C: -2.03892 0.14731 1.27963  -0.1637
H: -2.04892 -0.80584 3.24084  0.1325
H: -1.71135 1.95849 -0.91509  0.0777
H: -2.92129 1.14610 -1.96686  0.0884
H: -4.32860 -0.55008 -1.09686  0.1040
H: 2.52115 2.88940 1.91672  0.0849
H: -5.05919 -2.13713 0.72079  0.1119
H: 0.00935 -1.66743 0.29480  0.1191
H: 6.49252 2.61487 0.34600  0.0683
H: -1.32270 0.37924 -1.64983  0.0831
H: 4.49111 -1.44655 -0.09675  0.0747
H: -1.73241 2.42820 2.60932  0.1233
H: 0.41645 3.68647 2.99445  0.0920

Forces on atoms 1 to 3 (eV/Å):
S -1.37 1.28 0.27
N -0.75 -0.31 0.74
N 0.58 -0.04 -0.86

6.
Here is the molecule C18H19N3O3 from the Open Molecules 2025 dataset. Energies are from the ωB97M-V functional and the def2-TZVPD basis.

Properties
Energy above the lowest of the compared OMol25 structures with the same formula, charge and spin: 29.97 kcal/mol
Lowest unoccupied orbital energy: 0.5 eV
Net charge: 0
Multiplicity: 1
SMILES: COc1ccccc1C(=O)N1CCN(C(=O)c2ccncc2)CC1
E_tot: -1087.314883 Eh

Last column: Löwdin charge in e.
Geometry (Å):
O: -1.23558 0.85173 -2.26549  0.0958
O: -2.36277 3.01527 0.22579  -0.0708
O: 0.02107 -3.41482 -1.55052  0.0895
N: -0.84938 -2.26965 0.18716  -0.0383
N: -1.98135 0.00206 -0.31095  -0.0407
N: 4.16151 -1.68949 0.60944  0.0610
C: 0.97146 1.67589 -0.20634  -0.0130
C: -0.73804 -1.33398 1.28566  -0.1059
C: 2.08542 -2.74934 1.11747  -0.0144
C: -3.02192 4.16076 0.70947  -0.0761
C: 3.39124 -2.39467 1.41929  -0.1389
C: 1.16296 3.70176 1.04597  -0.0770
C: -0.20951 3.88419 0.98047  -0.0149
C: -2.64998 -1.10592 -0.96728  -0.0904
C: -2.19683 -2.42897 -0.32016  -0.1023
C: 1.75864 2.60136 0.45976  -0.0766
C: 0.18571 -2.72414 -0.56482  -0.4164
C: -0.40178 1.83522 -0.26969  -0.0840
C: 3.66763 -1.32583 -0.56147  -0.1390
C: -1.00593 2.95207 0.32637  -0.2335
C: -1.23158 0.86034 -1.05239  -0.4098
C: -1.78121 -0.21089 1.09842  -0.1080
C: 2.38194 -1.63676 -0.97687  -0.0122
C: 1.56186 -2.34967 -0.10786  -0.1445
H: 1.49445 -3.32947 1.80975  0.1183
H: -2.85112 -2.71106 0.50975  0.1253
H: 1.42476 0.82055 -0.68523  0.0996
H: -2.90995 4.26200 1.79434  0.0958
H: -2.66056 5.06943 0.21892  0.0992
H: 0.26534 -0.90376 1.29744  0.1152
H: 2.01646 -1.34102 -1.94843  0.1251
H: 1.76650 4.43469 1.56014  0.1052
H: -4.07371 4.01607 0.46868  0.0955
H: 3.84332 -2.68437 2.35896  0.1056
H: -3.73585 -0.99005 -0.88560  0.1287
H: 4.33691 -0.75986 -1.19603  0.1081
H: -0.90857 -1.85077 2.23913  0.1283
H: -2.18469 -3.23213 -1.05755  0.1239
H: -0.64711 4.75554 1.44143  0.1035
H: -2.74160 -0.49445 1.53845  0.1298
H: -2.36718 -1.06790 -2.02182  0.1251
H: -1.43704 0.70315 1.57979  0.1249
H: 2.82727 2.46320 0.51182  0.1032

Forces on atoms 1 to 3 (eV/Å):
O 0.15 0.08 -0.29
O 0.31 -0.24 -0.11
O 0.14 -0.03 -0.30